No. 1
26
Properties=species:S:1:pos:R:3:forces:R:3 method="wB97M-V/def2-TZVPD" e_homo_ev="-9.62 / -12.97" s_squared=2.02 spin_multiplicity=3 charge=+1 lumo_ev="-3.329 / -5.713" energy_ha=-515.0688 e_above_lowest_kj_mol=643.6
C -3.1660 -0.8216 0.0924 -0.2 -1.3 -0.1
C -2.2507 -1.8146 0.3576 -1.7 -1.0 2.3
C -2.3099 1.3609 -0.6809 -0.2 2.4 -2.0
C 0.0945 -1.6663 -0.4848 -2.4 0.5 1.5
C -1.2328 2.2249 -0.3523 2.7 0.7 -1.9
C -0.1383 1.5033 0.5004 -0.5 2.4 1.0
C 0.8381 0.7773 -0.3498 -1.1 0.7 -1.8
C 2.2729 -0.8253 -1.1222 2.6 -4.2 -0.3
C 1.8632 -0.8355 1.3215 -1.8 4.0 0.0
N -2.8736 0.3492 -0.4446 -1.3 -2.2 0.2
N -0.9869 -1.5936 0.1388 4.7 0.8 -1.5
N 1.2703 -0.5775 -0.0797 0.1 -1.3 1.4
H -4.2018 -1.1332 0.0532 -0.3 0.3 0.7
H -2.4949 -2.6395 1.0985 0.0 0.7 -1.6
H -0.7745 2.6253 -1.4492 -1.0 -1.0 3.0
H -1.5427 3.1160 0.1697 -0.4 0.3 0.0
H 0.3952 2.4019 0.9798 -0.6 -1.7 -0.2
H -0.6340 0.9087 1.2656 0.1 0.0 0.1
H 0.4763 0.5985 -1.3966 -0.1 1.0 0.8
H 1.6424 1.5002 -0.3812 1.0 -0.7 -0.5
H 3.3179 -0.8747 -0.6954 -1.2 0.3 -0.3
H 2.0535 -1.8861 -1.5378 0.6 1.8 0.7
H 2.3128 -0.1991 -1.9861 -0.6 0.9 -0.1
H 1.1529 -0.8002 2.1894 0.1 0.1 -1.3
H 2.3583 -1.7137 1.3581 1.6 -2.9 -0.3
H 2.5579 0.0149 1.4359 -0.1 -0.5 0.2

No. 2
17
Properties=species:S:1:pos:R:3:forces:R:3 method="wB97M-V/def2-TZVPD" e_homo_ev=-24.61 spin_multiplicity=1 charge=+3 lumo_ev=-20.074 energy_ha=-549.7740 e_above_lowest_kj_mol=122.0
Al -2.2518 -0.9745 -0.7218 1.6 0.5 0.7
C -1.3521 1.7857 1.6771 -1.0 1.0 -0.5
O -0.9663 0.6542 0.8558 0.5 0.7 0.8
C 0.3609 0.9117 0.3271 -0.3 -1.3 -0.4
C 0.9938 -0.3828 -0.1280 -1.3 1.3 0.7
O 0.0152 -1.0842 -0.9083 -1.8 0.9 -1.0
C 0.5475 -2.1551 -1.6938 2.2 -1.5 0.5
H -0.6895 1.8320 2.5414 0.7 -0.4 0.5
H -2.3793 1.8995 2.0233 -0.2 -1.1 -0.3
H -1.1316 2.7101 1.1432 0.3 0.4 -0.3
H 1.0652 1.4231 0.9833 -0.3 0.2 0.9
H 0.2492 1.6425 -0.4739 -0.1 0.3 -0.6
H 1.3447 -0.9526 0.7324 0.2 -0.4 0.0
H 1.8380 -0.0407 -0.7267 0.4 -0.7 -0.7
H 1.4030 -2.4506 -1.0864 0.0 -1.1 -0.2
H 1.0488 -1.8191 -2.6015 -0.4 0.9 -0.5
H -0.0955 -2.9992 -1.9433 -0.4 0.3 0.4

No. 3
82
Properties=species:S:1:pos:R:3:forces:R:3 method="wB97M-V/def2-TZVPD" e_homo_ev="-6.66 / -7.43" s_squared=3.77 spin_multiplicity=4 lumo_ev="-0.145 / -0.365" energy_ha=-3737.8011 e_above_lowest_kj_mol=0.0
V -1.4644 -0.0363 1.7959 0.0 0.3 0.4
C -1.3609 -2.2735 7.6893 0.0 0.0 0.0
C -1.8804 -0.8851 7.3393 0.0 0.0 0.0
N -1.0210 -0.1669 6.4119 0.0 -0.1 0.0
C -1.0392 -0.3716 5.0728 0.0 0.0 -0.1
S 0.0663 0.7246 4.2523 0.0 0.1 0.1
N -1.8595 -1.2870 4.6344 -0.1 -0.1 0.0
N -2.0334 -1.3745 3.2813 -0.1 0.0 -0.2
C -2.8059 -2.3327 2.8750 0.1 0.0 0.1
C -3.4881 -3.2692 3.8194 0.0 0.0 0.0
C -2.9235 -2.4774 1.4146 0.1 0.0 0.1
C -3.8758 -3.2941 0.8143 0.1 0.0 -0.2
C -3.8781 -3.4183 -0.5631 0.0 0.0 0.0
C -2.9371 -2.7246 -1.3130 0.0 0.0 0.0
C -2.0512 -1.8964 -0.6522 -0.1 0.0 0.1
N -2.0403 -1.7673 0.6765 -0.2 0.1 0.1
H -2.0649 -2.7858 8.3473 0.0 0.0 0.0
H -0.3990 -2.2128 8.2008 0.0 0.0 0.0
H -1.2362 -2.8644 6.7831 0.0 0.0 0.0
H -1.9665 -0.2728 8.2379 0.0 0.0 0.0
H -2.8679 -0.9535 6.8863 0.0 0.0 0.0
H -0.2222 0.3228 6.7756 0.0 0.0 0.0
H -2.8012 -3.5337 4.6208 0.0 0.0 0.0
H -3.8253 -4.1761 3.3246 0.0 0.0 0.0
H -4.3453 -2.7786 4.2874 0.0 0.0 0.0
H -4.6114 -3.8119 1.4108 0.0 0.0 0.0
H -4.6121 -4.0479 -1.0487 0.0 0.0 0.0
H -2.9049 -2.7996 -2.3906 0.0 0.0 0.0
H -1.3324 -1.2956 -1.1972 0.0 0.0 0.0
C 5.6333 -2.4969 -5.1320 0.0 0.0 0.0
C 4.6507 -1.8845 -4.1694 0.1 0.0 0.0
C 5.0648 -1.3703 -2.9491 0.0 0.0 0.0
C 4.1735 -0.8008 -2.0443 0.0 0.0 0.0
C 4.7231 -0.2730 -0.7470 0.0 0.0 0.0
C 2.8130 -0.7326 -2.3881 -0.1 0.0 0.0
Te 1.4225 0.1067 -1.0123 0.2 0.0 0.2
N -1.6547 2.0309 1.3059 0.1 -0.3 -0.2
C -2.7593 1.7245 0.6241 0.2 0.1 -0.2
O -3.4347 0.7687 1.1051 0.1 -0.1 0.0
C -3.1662 2.3424 -0.6755 0.0 0.0 0.1
C -4.4020 2.9630 -0.7915 0.0 0.0 0.0
C -4.8055 3.4811 -2.0136 0.0 0.0 0.0
C -3.9851 3.3605 -3.1262 0.0 0.0 0.0
C -2.7549 2.7250 -3.0142 0.0 0.0 0.0
C -2.3415 2.2237 -1.7897 0.0 0.0 0.0
C 2.2568 2.0496 -0.9951 0.0 0.0 -0.1
C 2.8196 2.5069 0.1903 0.0 0.0 0.0
C 3.3293 3.7931 0.2797 0.0 0.0 0.0
C 3.2842 4.6220 -0.8308 0.0 0.0 0.0
C 2.7270 4.1626 -2.0155 0.0 0.0 0.0
C 2.1971 2.8783 -2.1213 0.0 0.0 0.0
C 1.5766 2.4280 -3.4170 0.0 0.0 0.1
C 2.3716 -1.2530 -3.6137 -0.1 0.0 0.0
C 0.9262 -1.2556 -4.0493 0.0 0.0 0.0
C 3.3013 -1.8203 -4.4796 0.0 0.0 0.0
H 6.6402 -2.5012 -4.7167 0.0 0.0 0.0
H 5.6573 -1.9405 -6.0707 0.0 0.0 0.0
H 5.3586 -3.5260 -5.3689 0.0 0.0 0.0
H 6.1155 -1.4182 -2.6833 0.0 0.0 0.0
H 5.7205 -0.6724 -0.5661 0.0 0.0 0.0
H 4.0820 -0.5371 0.0952 0.0 0.0 0.0
H 4.7927 0.8155 -0.7690 0.0 0.0 0.0
H -5.0449 3.0338 0.0767 0.0 0.0 0.0
H -5.7651 3.9747 -2.0986 0.0 0.0 0.0
H -4.3041 3.7600 -4.0805 0.0 0.0 0.0
H -2.1128 2.6264 -3.8809 0.0 0.0 0.0
H -1.3749 1.7415 -1.6947 0.0 0.0 0.0
H 2.8605 1.8519 1.0524 0.0 0.0 0.0
H 3.7576 4.1420 1.2103 0.0 0.0 0.0
H 3.6793 5.6283 -0.7764 0.0 0.0 0.0
H 2.6899 4.8168 -2.8789 0.0 0.0 0.0
H 1.5790 3.2347 -4.1493 0.0 0.0 0.0
H 0.5444 2.1079 -3.2570 0.0 0.0 0.0
H 2.1186 1.5782 -3.8375 0.0 0.0 0.0
H 0.3336 -0.5224 -3.5058 0.0 0.0 0.0
H 0.4778 -2.2390 -3.8851 0.0 0.0 0.0
H 0.8513 -1.0387 -5.1155 0.0 0.0 0.0
H 2.9542 -2.2195 -5.4280 0.0 0.0 0.0
Cl -0.5833 3.2178 0.6818 -0.1 0.1 0.0
C 0.5131 -0.0160 2.6592 -0.2 -0.1 -0.2
H 1.1388 0.7750 2.2332 0.0 0.0 0.0
H 1.1353 -0.8934 2.8375 0.1 0.0 0.0

No. 4
80
Properties=species:S:1:pos:R:3:forces:R:3 method="wB97M-V/def2-TZVPD" e_homo_ev=-12.73 spin_multiplicity=1 charge=+2 lumo_ev=-11.572 energy_ha=-5289.4921 e_above_lowest_kj_mol=0.0
C -1.4179 1.1285 -1.6097 0.6 -0.1 -0.6
C -0.4111 0.0561 -2.1674 -0.3 0.7 0.1
C 1.0521 0.3864 -1.7190 -0.3 -0.2 0.1
C 1.7669 -0.7376 -0.9243 0.5 0.8 -1.4
O 0.8738 -1.5349 -0.0571 0.2 0.3 0.7
C 0.9494 -1.1916 1.1936 0.3 -0.6 1.6
C 0.8942 0.1934 1.6773 0.3 -0.8 -1.0
N 0.9483 0.5463 2.9366 -0.2 -0.4 -1.0
N 1.0608 -0.4310 3.8004 0.7 -0.7 2.5
C 1.0737 -0.0232 5.2283 -0.7 0.7 0.1
C -0.3599 -0.2613 5.8080 -0.1 0.0 0.5
O -1.0245 -1.2328 5.5859 0.4 0.1 -0.4
C 1.1660 -1.7437 3.5740 -0.2 -0.8 -2.9
C 1.1164 -2.1863 2.2229 -0.2 1.7 0.6
O 1.2017 -3.5475 1.9288 -0.2 0.7 0.4
N 0.1083 -4.1607 2.5260 0.6 -0.7 0.2
O -0.8142 -4.2285 1.6490 -1.5 -2.2 0.2
H -1.3199 2.0126 -2.2723 -0.3 -0.3 0.6
H -2.4642 0.7674 -1.6338 0.5 0.3 0.0
H -1.1435 1.4537 -0.5822 -0.3 -0.3 -0.5
H -0.7607 -0.9528 -1.8834 0.5 0.4 -0.1
H -0.4306 0.1333 -3.2713 -0.2 -0.3 0.6
H 1.6626 0.5624 -2.6268 -0.1 -0.1 0.6
H 1.0444 1.3533 -1.1686 0.1 -0.6 -0.2
H 2.5791 -0.3515 -0.2810 -0.3 -0.3 -0.5
H 2.1971 -1.4596 -1.6416 -0.2 0.2 0.7
H 0.8043 0.9962 0.9301 0.1 -0.4 0.5
H 1.8388 -0.5893 5.7901 -0.4 0.2 -0.3
H 1.2884 1.0581 5.2914 0.1 -0.6 -0.2
H -0.7885 0.5640 6.4687 1.0 -0.8 -0.6
H 1.2737 -2.4990 4.3591 0.0 0.8 0.0
Cl -2.0264 1.8717 7.1757 -0.2 5.1 1.5
F -1.9973 3.8540 7.7255 -0.2 -4.4 -1.2
C -3.8595 0.7404 1.8909 0.3 -0.1 0.5
Cl -4.7056 0.6339 0.3226 -0.2 0.0 -0.1
Cl -2.3029 -0.0890 1.8398 -0.3 0.0 0.0
H -3.6945 1.7882 2.1218 0.0 0.0 -0.3
H -4.4781 0.2848 2.6570 0.0 0.0 -0.1
C -9.7433 1.7306 -2.3519 -0.4 -0.2 -0.4
C -9.2499 1.2434 -1.0002 -0.3 0.0 0.1
O -7.8733 1.0348 -1.1644 -0.1 -0.4 0.4
S -7.2823 2.1217 -2.2411 -0.2 0.9 -1.1
O -6.7176 3.1920 -1.5084 0.0 -0.2 0.1
O -6.5752 1.4093 -3.2324 0.2 -0.2 0.4
O -8.7000 2.5879 -2.8330 0.3 -0.2 0.9
H -9.8588 0.8986 -3.0484 0.0 -0.1 0.2
H -10.6842 2.2769 -2.2815 0.2 0.2 -0.2
H -9.7385 0.3044 -0.6883 0.3 -0.4 -0.5
H -9.3970 2.0340 -0.2111 0.2 0.4 -0.2
Mg -10.9964 1.2229 0.9270 -0.2 -0.5 0.0
B -9.8662 -2.3198 -1.3476 -0.5 -1.3 -1.1
F -9.5255 -1.7994 -0.0550 0.3 1.0 0.8
F -10.8973 -3.2315 -1.2216 0.3 0.6 0.1
F -10.2730 -1.2120 -2.1510 0.2 0.2 0.4
F -8.7234 -2.9211 -1.8929 0.0 0.6 0.4
B 4.7563 -2.7131 -0.4742 0.6 -0.5 -0.2
F 4.5344 -1.5559 -1.2651 -0.1 0.1 0.1
F 6.1216 -2.8290 -0.1853 -0.4 0.2 0.1
F 4.0059 -2.5720 0.7472 -0.3 0.2 -0.1
F 4.3103 -3.8479 -1.1703 -0.2 0.3 0.3
Li -6.2920 -1.1659 0.0627 -0.3 -0.1 -0.4
Be -0.9890 -5.7756 2.4134 0.9 2.6 -0.8
C 7.0346 0.2671 -2.2197 -0.7 -0.1 0.0
C 8.3072 -0.4954 -2.6366 -0.2 0.5 -0.5
C 9.3691 -0.7095 -1.5557 0.4 -0.5 0.3
F 9.8516 0.4532 -1.0706 -0.1 0.1 -0.1
F 10.4245 -1.3815 -2.0761 -0.2 0.0 -0.2
F 8.8432 0.1064 -3.7255 0.2 0.0 0.1
F 7.9054 -1.7280 -3.0473 0.0 -0.1 0.3
O 6.9713 1.6670 -2.5312 0.9 0.1 0.3
C 7.5503 2.5797 -1.6636 -0.9 -1.1 0.0
C 8.7235 3.3300 -2.3023 0.4 0.4 -0.3
F 9.6796 2.4851 -2.7238 -0.1 -0.1 0.0
F 9.2919 4.1630 -1.3980 -0.3 0.0 0.1
F 7.8862 1.9798 -0.5086 0.2 0.4 0.1
F 6.5813 3.4790 -1.3547 0.2 0.3 -0.1
H 6.2260 -0.1645 -2.8085 0.1 0.0 -0.1
H 6.7566 0.0713 -1.1848 0.3 0.0 0.0
H 8.9676 -1.2972 -0.7260 -0.2 0.0 -0.1
H 8.3838 3.9169 -3.1587 -0.2 0.0 0.1